Here is a cluster of 2 separate species, C16H17ClF3Si in total in a non-equilibrium geometry from the Open Molecules 2025 dataset. Energies are from wB97M-V/def2-TZVPD.

Each line ends with the natural charge from an NBO analysis.
Geometry (Å):
1 C -1.980 2.275 3.621  -1.16
2 Si -1.496 3.198 2.073  1.79
3 C -2.458 4.158 0.803  -1.17
4 Cl 0.118 4.316 2.560  -0.27
5 H -0.549 0.316 -0.040  0.18
6 H -2.899 1.694 3.488  0.28
7 H -1.192 1.553 3.889  0.30
8 H -2.099 3.008 4.437  0.31
9 H -3.421 3.695 0.565  0.29
10 H -2.619 5.182 1.190  0.31
11 H -1.898 4.214 -0.143  0.31
12 F 3.707 -4.888 1.390  -0.32
13 C 2.966 -4.129 2.251  0.98
14 F 2.202 -5.004 2.979  -0.33
15 F 3.853 -3.553 3.126  -0.33
16 C 2.110 -3.111 1.521  -0.15
17 C 0.791 -2.911 1.931  -0.18
18 C -0.036 -2.123 1.145  -0.21
19 C 0.454 -1.508 -0.024  -0.03
20 C -0.544 -0.561 -0.677  -0.43
21 C -0.384 -0.009 -2.084  -0.04
22 C -1.405 0.837 -2.530  -0.17
23 C -1.314 1.548 -3.709  -0.23
24 C -0.191 1.363 -4.532  -0.21
25 C 0.779 0.420 -4.168  -0.19
26 C 0.673 -0.283 -2.962  -0.21
27 C 1.802 -1.677 -0.366  -0.16
28 C 2.656 -2.434 0.442  -0.18
29 H 0.430 -3.342 2.865  0.24
30 H -1.085 -1.942 1.456  0.21
31 H -1.562 -0.995 -0.597  0.23
32 H -2.307 0.946 -1.916  0.18
33 H -2.079 2.272 -3.993  0.22
34 H -0.115 1.903 -5.480  0.23
35 H 1.630 0.235 -4.836  0.23
36 H 1.456 -0.992 -2.726  0.21
37 H 2.262 -1.197 -1.225  0.21
38 H 3.741 -2.475 0.276  0.24

Strongest force on any atom   2.7 eV/A
E   -1668.93347 hartree
Orbital gap   4.75 eV
Total charge   +1
Relative energy (zero: lowest compared OMol25 entry of this formula, charge and spin)   0.026 eV
HOMO level   -11.461 eV

=====

Here is an isolated molecule of C13H23N3O5 in a non-equilibrium geometry from the Open Molecules 2025 dataset. Energies are from wB97M-V/def2-TZVPD.

Each line ends with the natural charge from an NBO analysis.
Geometry (Å):
1 C 0.258 4.039 -1.087  -0.41
2 N 0.379 3.105 0.058  -0.62
3 C 1.406 3.082 0.912  0.67
4 O 2.383 3.884 0.856  -0.65
5 C 1.459 1.927 1.916  -0.14
6 N 0.981 0.670 1.360  -0.60
7 C 1.478 0.075 0.248  0.70
8 O 2.369 0.586 -0.394  -0.65
9 C 0.849 -1.217 -0.317  -0.14
10 C 1.716 -2.486 -0.110  -0.38
11 C 3.060 -2.462 -0.809  -0.52
12 C 2.870 -2.098 -2.297  0.79
13 O 2.564 -2.888 -3.173  -0.59
14 O 3.073 -0.805 -2.588  -0.69
15 N -0.465 -1.483 0.235  -0.61
16 C -1.510 -0.686 0.109  0.68
17 C -2.858 -1.355 0.094  -0.70
18 O -1.470 0.540 -0.036  -0.66
19 C 0.720 2.233 3.225  -0.21
20 C 1.235 3.551 3.819  -0.61
21 C 0.992 1.145 4.315  -0.61
22 H 1.253 4.360 -1.445  0.23
23 H -0.318 4.865 -0.815  0.20
24 H -0.217 3.495 -1.925  0.20
25 H -0.309 2.317 0.081  0.43
26 H 2.513 1.820 2.173  0.23
27 H 0.118 0.311 1.725  0.41
28 H 0.728 -1.096 -1.397  0.23
29 H 1.139 -3.362 -0.465  0.22
30 H 1.941 -2.623 0.957  0.22
31 H 3.511 -3.452 -0.774  0.25
32 H 3.693 -1.729 -0.327  0.23
33 H 3.130 -0.216 -1.843  0.52
34 H -0.655 -2.435 0.443  0.40
35 H -2.764 -2.443 0.081  0.20
36 H -3.366 -1.145 1.013  0.24
37 H -3.439 -1.033 -0.782  0.25
38 H -0.369 2.278 3.090  0.20
39 H 0.605 3.840 4.663  0.21
40 H 1.134 4.367 3.110  0.23
41 H 2.299 3.439 4.080  0.21
42 H 0.638 0.125 4.039  0.20
43 H 2.086 1.091 4.528  0.21
44 H 0.508 1.475 5.244  0.22

Strongest force on any atom   3.3 eV/A
E   -1049.70779 hartree
Orbital gap   9.48 eV
Structure (SMILES)   CNC(=O)[C@H](NC(=O)[C@@H](CCC(=O)O)NC(C)=O)C(C)C
Relative energy (zero: lowest compared OMol25 entry of this formula, charge and spin)   0.445 eV
HOMO level   -9.278 eV

=====

Here is a cluster of 10 separate species, C54H89F3O21 in total in a non-equilibrium geometry from the Open Molecules 2025 dataset. Energies are from wB97M-V/def2-TZVPD.

Each line ends with the Mulliken charge.
Geometry (Å):
1 C 17.037 17.972 21.290  -1.42
2 C 15.982 18.502 20.360  0.74
3 C 15.280 19.764 20.814  -0.71
4 O 14.936 20.390 19.586  -0.31
5 C 15.922 20.088 18.746  0.52
6 O 16.172 20.591 17.715  -0.45
7 O 16.681 19.077 19.207  -0.23
8 H 17.661 17.293 20.733  0.36
9 H 16.592 17.613 22.239  0.37
10 H 17.680 18.817 21.579  0.30
11 H 15.235 17.790 19.991  0.24
12 H 15.931 20.483 21.303  0.33
13 H 14.394 19.600 21.398  0.33
14 C 11.815 19.320 14.876  -1.13
15 C 11.642 18.389 16.146  0.36
16 C 11.564 16.914 16.014  0.18
17 O 12.250 16.435 17.201  -0.42
18 C 13.097 17.439 17.604  0.53
19 O 13.926 17.379 18.428  -0.52
20 O 12.797 18.569 16.924  -0.30
21 H 12.663 18.989 14.294  0.02
22 H 12.065 20.347 15.277  0.37
23 H 10.894 19.421 14.320  0.46
24 H 10.783 18.790 16.706  0.26
25 H 12.267 16.599 15.202  -0.25
26 H 10.594 16.440 15.929  0.39
27 C 20.108 20.970 18.892  -1.50
28 C 20.634 20.661 17.488  0.57
29 C 19.518 20.529 16.458  -0.46
30 O 20.158 20.985 15.230  0.83
31 C 21.165 21.804 15.571  0.02
32 O 21.732 22.505 14.790  -0.56
33 O 21.415 21.693 16.903  -0.44
34 H 19.483 21.912 18.862  0.31
35 H 20.956 21.257 19.574  0.42
36 H 19.583 20.155 19.392  0.27
37 H 21.270 19.791 17.543  0.26
38 H 18.747 21.244 16.744  -0.01
39 H 18.998 19.583 16.277  0.36
40 C 11.924 22.195 9.701  -0.79
41 O 13.119 21.414 9.876  -0.20
42 C 14.168 22.220 10.468  -0.84
43 C 15.375 21.333 10.723  0.55
44 O 16.157 21.066 9.577  -0.22
45 C 15.689 19.923 8.831  -0.38
46 C 16.911 19.401 8.082  -1.30
47 O 17.839 18.742 8.951  0.54
48 C 18.959 18.378 8.147  -0.89
49 H 11.521 22.537 10.667  0.30
50 H 11.266 21.469 9.247  0.22
51 H 12.113 23.081 9.124  0.32
52 H 13.800 22.548 11.479  0.36
53 H 14.462 23.090 9.831  0.39
54 H 14.995 20.461 11.226  0.10
55 H 16.059 21.811 11.427  -0.13
56 H 14.937 20.265 8.134  0.45
57 H 15.278 19.120 9.418  0.24
58 H 17.273 20.294 7.605  0.53
59 H 16.511 18.662 7.342  0.46
60 H 19.702 17.953 8.806  0.04
61 H 19.304 19.247 7.586  0.39
62 H 18.693 17.573 7.415  0.26
63 C 15.982 11.398 11.239  -0.47
64 O 16.893 11.785 12.222  -0.38
65 C 18.127 12.136 11.693  -0.88
66 C 18.211 13.637 11.368  0.06
67 O 17.221 13.970 10.420  -0.26
68 C 17.306 15.356 10.094  0.52
69 C 16.106 15.634 9.183  -1.02
70 O 14.970 15.671 9.995  0.21
71 C 13.785 15.844 9.249  -0.71
72 H 15.150 10.916 11.793  0.20
73 H 16.401 10.632 10.581  0.33
74 H 15.639 12.228 10.604  0.11
75 H 18.226 11.542 10.762  0.36
76 H 18.878 11.995 12.439  0.42
77 H 19.197 13.936 11.063  0.22
78 H 17.956 14.119 12.327  0.12
79 H 18.293 15.583 9.627  0.34
80 H 17.234 15.902 11.015  -0.63
81 H 16.064 14.729 8.543  0.47
82 H 16.247 16.505 8.547  0.28
83 H 13.823 15.328 8.279  0.41
84 H 13.603 16.920 9.004  0.13
85 H 12.977 15.577 9.890  0.09
86 C 11.864 16.717 11.933  -0.40
87 O 11.954 15.625 12.863  -0.26
88 C 12.638 14.514 12.419  0.28
89 C 12.458 13.444 13.464  -0.86
90 O 11.127 12.976 13.247  -0.29
91 C 10.616 12.114 14.196  -0.51
92 C 9.239 11.591 13.827  -0.55
93 O 9.340 10.614 12.765  -0.29
94 C 8.122 9.960 12.574  -0.78
95 H 11.564 17.575 12.513  0.08
96 H 11.132 16.409 11.153  0.33
97 H 12.845 16.925 11.479  0.04
98 H 13.720 14.652 12.288  -0.03
99 H 12.226 14.173 11.477  0.38
100 H 12.543 13.858 14.446  0.37
101 H 13.195 12.615 13.335  0.33
102 H 10.428 12.598 15.174  0.29
103 H 11.320 11.298 14.300  0.30
104 H 8.620 12.440 13.521  0.32
105 H 8.864 11.074 14.673  0.43
106 H 7.798 9.257 13.369  0.29
107 H 8.189 9.361 11.678  0.26
108 H 7.276 10.641 12.533  0.32
109 C 24.437 15.769 15.608  -0.76
110 O 23.389 16.529 15.104  -0.25
111 C 23.701 17.877 14.940  -1.05
112 C 22.509 18.752 14.596  -0.25
113 O 21.929 18.465 13.386  -0.31
114 C 20.644 17.764 13.525  -0.01
115 C 20.071 17.312 12.213  0.69
116 O 20.522 16.123 11.664  -0.24
117 C 21.825 16.189 11.085  -0.79
118 H 24.092 14.770 15.715  0.25
119 H 24.786 16.207 16.580  0.29
120 H 25.345 15.837 14.970  0.30
121 H 24.374 17.920 14.050  0.37
122 H 24.151 18.212 15.842  0.56
123 H 22.882 19.768 14.551  0.33
124 H 21.799 18.671 15.435  0.14
125 H 19.914 18.531 13.825  -0.15
126 H 20.673 16.996 14.271  0.53
127 H 20.063 18.109 11.421  -0.07
128 H 19.012 17.166 12.422  -0.45
129 H 21.993 16.983 10.405  0.33
130 H 21.961 15.232 10.607  0.30
131 H 22.495 16.242 11.933  0.18
132 F 14.643 16.750 14.865  -0.58
133 C 15.459 17.704 14.388  0.57
134 C 15.846 18.745 15.170  -0.05
135 C 16.664 19.730 14.648  0.05
136 C 17.108 19.615 13.327  -0.37
137 C 16.762 18.513 12.589  -0.24
138 C 15.934 17.535 13.077  -0.75
139 H 15.543 18.748 16.217  -0.20
140 H 16.825 20.628 15.223  0.68
141 H 17.576 20.432 12.863  0.11
142 H 16.917 18.378 11.533  0.51
143 H 15.587 16.740 12.409  0.27
144 F 14.878 24.351 15.994  -0.39
145 C 16.103 24.093 15.466  0.52
146 C 16.070 23.378 14.295  -0.48
147 C 17.287 23.096 13.742  0.39
148 C 18.516 23.645 14.212  -0.87
149 C 18.488 24.342 15.393  -0.34
150 C 17.272 24.461 16.117  -1.03
151 H 15.188 22.992 13.844  0.53
152 H 17.305 22.495 12.845  -0.04
153 H 19.454 23.412 13.767  0.42
154 H 19.427 24.714 15.762  0.49
155 H 17.275 24.985 17.063  0.52
156 F 19.215 24.817 9.611  -0.34
157 C 19.781 23.739 10.183  0.07
158 C 20.835 23.838 11.009  -0.44
159 C 21.310 22.688 11.610  -0.45
160 C 20.659 21.443 11.417  -0.46
161 C 19.463 21.369 10.686  0.24
162 C 19.070 22.524 10.062  -0.61
163 H 21.326 24.803 11.098  0.44
164 H 22.178 22.856 12.250  0.33
165 H 21.107 20.523 11.813  0.28
166 H 18.917 20.422 10.600  0.34
167 H 18.163 22.541 9.464  0.55

Strongest force on any atom   3.0 eV/A
E   -3990.39781 hartree
Orbital gap   9.13 eV
Structure (SMILES)   C[C@H]1COC(=O)O1.C[C@H]1COC(=O)O1.C[C@H]1COC(=O)O1.COCCOCCOC.COCCOCCOC.COCCOCCOC.COCCOCCOC.Fc1ccccc1.Fc1ccccc1.Fc1ccccc1
Relative energy (zero: lowest compared OMol25 entry of this formula, charge and spin)   0.000 eV
HOMO level   -8.582 eV